--- a ---
Formula: C4H12NOS
Source: OMol25
Level of theory: wB97M-V/def2-TZVPD

Element x y z (Å)
C: -2.14 0.17 -0.42
N: -0.74 -0.36 -0.31
C: 0.00 0.29 0.90
C: 0.90 1.52 0.17
S: 1.26 2.50 1.54
C: 0.95 -0.88 1.36
H: -2.87 -0.47 0.19
H: -2.28 1.29 -0.22
H: -2.69 0.01 -1.30
H: -0.90 -1.36 -0.24
H: -0.78 0.44 1.67
H: 1.77 1.04 -0.21
H: 0.35 2.17 -0.63
H: 0.31 -1.79 1.87
H: 1.64 -0.53 2.12
H: 1.63 -1.20 0.55
H: 1.85 -0.64 -2.06
H: 0.46 -0.89 -2.53
O: 1.27 -1.33 -2.46

Results
E_LUMO = 3.6 eV
total charge = -1
orbital gap = 5.82 eV

***

--- b ---
Formula: C4H12NOS
Source: OMol25
Level of theory: wB97M-V/def2-TZVPD

Element x y z (Å)
C: 1.94 1.74 0.84
N: 1.55 0.48 0.27
C: 0.10 0.38 -0.02
C: -0.26 -1.02 -0.47
S: -2.09 -1.26 -0.48
C: -0.40 1.45 -1.02
H: 1.27 2.59 0.64
H: 2.00 1.62 1.93
H: 2.94 1.96 0.48
H: 1.99 0.46 -0.65
H: -0.44 0.59 0.90
H: 0.10 -1.18 -1.49
H: 0.13 -1.75 0.22
H: 0.42 2.06 -1.44
H: -1.06 2.17 -0.54
H: -0.86 1.03 -1.91
H: -2.07 -3.19 0.51
H: -3.11 -4.12 1.14
O: -2.15 -4.02 1.07

Results
E_LUMO = 3.7 eV
total charge = -1
orbital gap = 6.42 eV

***

In terms of stability, b leads; the second structure lies 0.0736 hartree higher.

***

--- a ---
Formula: CHCl3FOP
Source: OMol25
Level of theory: wB97M-V/def2-TZVPD

Element x y z (Å)
C: 0.28 1.13 1.15
O: -1.57 -1.30 -0.58
F: 1.35 1.89 1.43
P: -0.33 -0.82 -1.19
Cl: -0.50 -0.47 -3.21
Cl: 0.14 -0.27 2.03
Cl: 1.20 -2.02 -0.78
H: -0.57 1.86 1.15

Results
E_LUMO (alpha / beta) = -2.3 / -0.9 eV
orbital gap (alpha / beta) = 7.00 / 8.57 eV

***

--- b ---
Formula: CHCl3FOP
Source: OMol25
Level of theory: wB97M-V/def2-TZVPD

Element x y z (Å)
C: -1.62 0.15 0.22
O: 2.06 1.23 -0.36
F: -1.54 0.05 1.61
P: 1.33 -0.05 -0.16
Cl: -2.01 1.64 -0.52
Cl: 1.64 -1.30 -1.88
Cl: 2.29 -0.99 1.36
H: -2.14 -0.74 -0.28

Results
E_LUMO (alpha / beta) = -1.5 / -2.9 eV
orbital gap (alpha / beta) = 8.45 / 6.79 eV

***

In terms of stability, b leads; the second structure lies 0.0019 hartree higher.

***

--- a ---
Formula: C2H8NS
Source: OMol25
Level of theory: wB97M-V/def2-TZVPD

Element x y z (Å)
S: 1.06 1.96 -0.47
H: 2.36 1.63 -0.53
C: -0.42 -2.18 -0.51
C: -0.65 -1.44 0.82
N: -1.17 -0.11 0.60
H: -0.69 -3.22 -0.61
H: 0.60 -1.94 -0.82
H: -1.00 -1.60 -1.24
H: 0.17 -1.58 1.54
H: -1.43 -2.02 1.36
H: -0.38 0.48 0.24
H: -1.62 0.28 1.41

Results
E_LUMO = 4.2 eV
total charge = -1
orbital gap = 6.90 eV

***

--- b ---
Formula: C2H8NS
Source: OMol25
Level of theory: wB97M-V/def2-TZVPD

Element x y z (Å)
S: 2.59 0.08 -0.39
H: 1.60 -0.66 -0.87
C: -2.49 0.88 -0.14
C: -1.30 0.27 0.59
N: -1.34 -1.21 0.46
H: -2.63 0.31 -1.07
H: -2.29 1.90 -0.48
H: -3.41 0.90 0.44
H: -1.36 0.53 1.65
H: -0.37 0.64 0.17
H: -0.71 -1.60 1.14
H: -0.92 -1.39 -0.44

Results
E_LUMO = 4.0 eV
total charge = -1
orbital gap = 6.55 eV

***

In terms of stability, b leads; the second structure lies 0.0063 hartree higher.

***

--- a ---
Formula: C4H10NO3
Source: OMol25
Level of theory: wB97M-V/def2-TZVPD

Element x y z (Å)
O: -2.42 1.45 -1.85
C: -1.53 0.66 -1.58
C: -1.17 0.05 -0.23
C: -0.03 0.86 0.63
C: 0.52 -0.02 1.77
O: 1.16 -1.10 1.16
N: -0.84 -1.29 -0.66
H: -1.02 0.25 -2.42
H: -2.04 0.01 0.47
H: -0.45 1.71 1.18
H: 0.64 1.19 -0.20
H: 1.10 0.52 2.50
H: -0.42 -0.48 2.24
H: -0.96 -2.03 0.01
H: 0.14 -1.32 -0.95
H: 3.85 -0.67 0.99
H: 2.22 -0.63 0.81
O: 3.30 -0.19 0.37

Results
E_LUMO = 3.8 eV
total charge = -1
orbital gap = 7.85 eV

***

--- b ---
Formula: C4H10NO3
Source: OMol25
Level of theory: wB97M-V/def2-TZVPD

Element x y z (Å)
C: 0.81 0.20 0.28
N: 2.07 -0.32 0.09
C: 2.28 -0.96 -1.10
O: 1.82 -0.77 -2.20
O: 0.02 2.80 -0.63
C: -0.42 -0.56 -0.25
C: -1.72 0.19 0.00
H: 0.75 1.26 -0.23
H: 0.70 0.32 1.36
H: 3.12 -1.68 -0.97
H: -0.24 -0.70 -1.31
H: -0.47 -1.48 0.35
H: -2.02 -0.15 1.04
H: -1.51 1.26 0.01
H: -2.53 -0.01 -0.70
H: 0.67 3.53 -0.61
H: -1.30 -1.41 2.75
O: -2.04 -1.51 2.13

Results
E_LUMO = -0.2 eV
total charge = -1
orbital gap = 3.44 eV

***

--- c ---
Formula: C4H10NO3
Source: OMol25
Level of theory: wB97M-V/def2-TZVPD

Element x y z (Å)
C: -1.42 0.54 0.19
N: -1.06 1.24 -1.03
C: 0.18 0.80 -1.43
O: 0.45 -0.36 -2.10
O: 1.31 1.28 -0.78
C: -0.81 -0.81 0.55
C: -0.97 -1.12 2.04
H: -1.17 1.19 1.06
H: -2.53 0.39 0.22
H: -0.48 -0.28 -1.51
H: 0.30 -0.73 0.38
H: -1.17 -1.67 -0.05
H: -0.26 -1.96 2.29
H: -1.96 -1.38 2.36
H: -0.61 -0.28 2.69
H: 1.56 0.56 -0.06
H: 2.77 -0.76 1.75
O: 1.87 -0.94 1.64

Results
E_LUMO = 3.8 eV
total charge = -1
orbital gap = 7.37 eV

***

In terms of stability, a leads; the second structure lies 0.1355 hartree higher.

***

--- a ---
Formula: CH3ClN2O2
Source: OMol25
Level of theory: wB97M-V/def2-TZVPD

Element x y z (Å)
C: 0.96 -0.94 -0.29
N: 0.30 -0.21 -1.12
O: -0.80 0.31 -0.96
H: 0.48 -0.97 0.81
H: 1.67 -1.62 -0.63
H: 0.74 -0.18 -2.11
O: -1.50 2.12 0.84
N: -1.52 0.98 1.11
Cl: -0.32 0.52 2.37

Results
E_LUMO = -0.3 eV
orbital gap = 9.12 eV
SMILES = C=[NH+][O-].O=NCl

***

--- b ---
Formula: CH3ClN2O2
Source: OMol25
Level of theory: wB97M-V/def2-TZVPD

Element x y z (Å)
C: -0.92 -0.56 0.33
N: 1.02 0.83 -0.17
N: 0.53 -0.39 -0.26
O: 2.25 1.03 -0.42
O: 1.09 -1.42 -0.59
Cl: -1.91 0.78 -0.43
H: -1.50 -1.57 0.22
H: -0.83 -0.17 1.34
H: 0.27 1.47 -0.03

Results
E_LUMO (alpha / beta) = 0.0 / 0.1 eV
orbital gap (alpha / beta) = 8.77 / 9.04 eV

***

--- c ---
Formula: CH3ClN2O2
Source: OMol25
Level of theory: wB97M-V/def2-TZVPD

Element x y z (Å)
C: -0.70 0.33 0.74
N: 0.49 -0.07 0.15
Cl: 2.09 0.48 0.63
N: 0.43 -0.56 -1.10
O: -0.69 -0.81 -1.53
O: 1.49 -0.67 -1.69
H: -1.41 -0.02 0.12
H: -0.88 -0.07 1.80
H: -0.83 1.38 0.88

Results
E_LUMO = -0.1 eV
orbital gap = 10.34 eV
SMILES = CN(Cl)[N+](=O)[O-]

***

In terms of stability, c leads; the second structure lies 0.0149 hartree higher.

***

--- a ---
Formula: C9H11NOS
Source: OMol25
Level of theory: wB97M-V/def2-TZVPD

Element x y z (Å)
C: 1.88 2.98 0.13
C: 2.32 1.73 0.45
C: 0.53 3.34 0.17
C: 1.44 0.79 0.78
C: -0.42 2.40 0.49
C: 0.02 1.07 0.66
C: -1.25 -2.67 -1.21
C: -0.04 -2.48 -0.29
C: -0.90 0.04 0.90
N: -1.67 -1.79 -2.19
O: -1.86 -2.31 1.53
S: -0.58 -1.69 1.27
H: 2.68 3.60 -0.10
H: 3.36 1.66 0.50
H: 0.20 4.45 -0.11
H: 1.88 -0.14 1.06
H: -1.38 2.72 0.51
H: -0.81 -3.66 -1.62
H: -2.16 -2.92 -0.66
H: 0.31 -3.52 0.00
H: 0.85 -1.98 -0.81
H: -1.87 0.16 1.20
H: -2.54 -1.80 -2.65

Results
E_LUMO (alpha / beta) = -0.4 / -1.0 eV
orbital gap (alpha / beta) = 7.08 / 7.58 eV

***

--- b ---
Formula: C9H11NOS
Source: OMol25
Level of theory: wB97M-V/def2-TZVPD

Element x y z (Å)
C: 1.49 1.47 -1.58
C: 2.07 0.47 -2.29
C: 0.60 1.01 -0.61
C: 0.51 -0.31 -0.52
C: -0.68 2.94 0.28
C: -1.09 0.27 1.08
C: -0.43 -0.92 0.50
C: 0.53 -1.73 1.45
C: -1.42 -1.97 -0.10
N: -0.19 1.71 0.29
O: -1.64 3.44 0.88
S: 1.54 -1.01 -1.75
H: 1.71 2.53 -1.57
H: 2.72 0.57 -3.11
H: -0.04 3.49 -0.47
H: -2.10 0.68 0.93
H: -0.81 0.19 2.06
H: -0.15 -2.26 2.15
H: 1.34 -1.27 2.01
H: 1.06 -2.41 0.76
H: -2.00 -2.45 0.76
H: -0.83 -2.85 -0.34
H: -2.20 -1.58 -0.81

Results
E_LUMO = 0.5 eV
orbital gap = 8.88 eV

***

In terms of stability, b leads; the second structure lies 0.1300 hartree higher.